(1)
C6H11N2S | wB97M-V/def2-TZVPD

```
20
C6H11N2S, DFT wB97M-V/def2-TZVPD
C 1.14 1.67 -1.08
C -0.71 2.24 -2.26
C 0.24 0.74 -0.79
C -1.13 -0.45 1.51
C 1.31 -0.46 1.28
C -0.21 -1.84 -0.21
N 0.48 2.50 -1.98
N -0.02 -0.68 0.63
S -1.30 0.82 -1.43
H 2.08 1.94 -0.75
H -1.38 2.48 -3.08
H -1.20 -1.29 2.14
H -1.07 0.56 2.02
H -2.09 -0.59 0.81
H 1.36 -0.97 2.27
H 2.12 -0.78 0.77
H 1.41 0.60 1.42
H -1.07 -1.67 -0.79
H 0.50 -2.12 -0.98
H -0.45 -2.71 0.50
```

Values from the calculation:
Energy above the lowest of the compared OMol25 structures with the same formula, charge and spin ... 5.142 eV
HOMO energy ... -13.9 eV
Total charge ... +1
Gap between HOMO and LUMO ... 0.333 Eh
Strongest force on any atom ... 6.2 eV Å⁻¹
LUMO level ... -4.860 eV

(2)
C6H11N3 | wB97M-V/def2-TZVPD

```
20
C6H11N3, DFT wB97M-V/def2-TZVPD
C -1.91 0.03 1.52
C 1.37 1.27 -1.07
C -1.76 -0.94 -1.09
N 0.68 -0.50 0.97
C -0.63 -0.66 1.13
C 1.12 -0.19 -0.86
C -1.69 -0.91 0.35
N 1.31 0.42 1.81
N 1.62 -1.19 -1.40
H 2.06 -0.03 2.32
H 0.68 0.90 2.44
H 2.32 -1.00 -2.13
H -2.04 1.10 1.35
H -2.46 -0.34 2.38
H 2.45 1.48 -1.10
H 0.89 1.61 -1.98
H 0.97 1.84 -0.23
H -1.60 -1.94 -1.49
H -2.65 -0.50 -1.52
H -0.74 -0.45 -1.40
```

Values from the calculation:
Energy above the lowest of the compared OMol25 structures with the same formula, charge and spin ... 6.247 eV
HOMO energy (spin up / spin down) ... -7.3 / -7.3 eV
Gap between HOMO and LUMO (spin up / spin down) ... 0.291 / 0.291 Eh
Strongest force on any atom ... 3.0 eV Å⁻¹
LUMO level (spin up / spin down) ... 0.632 / 0.633 eV

(3)
C6H11N3 | wB97M-V/def2-TZVPD

```
20
C6H11N3, DFT wB97M-V/def2-TZVPD
C 0.70 -0.90 2.80
C 0.87 0.01 1.86
N 0.46 -0.04 0.59
N -0.28 -1.22 0.09
N -0.55 -0.99 -1.29
C -1.93 -1.34 -1.67
C -0.12 0.37 -1.55
C 0.53 0.90 -0.46
C 1.41 2.14 -0.32
H 0.85 -0.55 3.84
H 0.16 -1.78 2.71
H 1.49 0.78 2.01
H -1.30 -1.18 0.65
H -2.65 -0.42 -1.68
H -1.89 -1.79 -2.72
H -2.31 -2.08 -1.02
H -0.28 0.78 -2.55
H 1.04 3.05 0.12
H 1.39 2.27 -1.42
H 2.42 1.99 0.00
```

Values from the calculation:
Energy above the lowest of the compared OMol25 structures with the same formula, charge and spin ... 4.907 eV
HOMO energy ... -6.6 eV
Gap between HOMO and LUMO ... 0.276 Eh
SMILES ... C=CN1NN(C)C=C1C
Strongest force on any atom ... 4.1 eV Å⁻¹
LUMO level ... 0.944 eV

(4)
C6H11N3 | wB97M-V/def2-TZVPD

```
20
C6H11N3, DFT wB97M-V/def2-TZVPD
C -0.11 -0.17 -2.37
C -0.45 -0.33 -0.95
C -1.60 0.31 -0.54
N -2.09 0.40 0.76
C -1.36 0.53 1.80
N 0.05 0.76 1.99
N 0.90 0.96 0.99
C 1.52 -0.25 0.39
C 0.46 -1.19 -0.16
H -0.02 -1.03 -2.93
H -0.87 0.43 -2.83
H 0.80 0.32 -2.42
H -2.41 0.46 -1.25
H -1.87 0.53 2.76
H 0.40 0.81 3.00
H 1.46 1.79 1.04
H 2.21 0.05 -0.38
H 2.05 -0.62 1.25
H -0.05 -1.74 0.64
H 0.98 -2.02 -0.78
```

Values from the calculation:
Energy above the lowest of the compared OMol25 structures with the same formula, charge and spin ... 2.944 eV
HOMO energy ... -7.4 eV
Gap between HOMO and LUMO ... 0.302 Eh
SMILES ... C/C1=C/N=C\NNCC1
Strongest force on any atom ... 3.6 eV Å⁻¹
LUMO level ... 0.874 eV

(5)
C6H11N3 | wB97M-V/def2-TZVPD

```
20
C6H11N3, DFT wB97M-V/def2-TZVPD
N -2.85 -0.49 0.82
C -2.22 0.03 -0.51
C -0.62 0.34 -0.45
C 0.28 -0.97 -0.86
C 1.57 -1.07 -0.14
N 2.46 0.18 -0.10
C 1.46 0.00 0.99
C 0.27 0.90 0.73
N 0.23 1.44 -0.72
H -2.29 -0.06 1.57
H -3.02 -1.66 0.72
H -2.84 -0.29 -1.53
H -2.30 1.17 -0.43
H 0.37 -1.33 -2.05
H -0.25 -1.84 -0.28
H 2.29 -2.08 -0.02
H 3.37 -0.03 0.45
H 1.69 -0.52 1.98
H -0.12 1.12 1.74
H -0.30 2.21 -0.69
```

Values from the calculation:
Energy above the lowest of the compared OMol25 structures with the same formula, charge and spin ... 7.519 eV
HOMO energy ... -8.5 eV
Gap between HOMO and LUMO ... 0.346 Eh
SMILES ... NC[C@]12C[C@H]3N[C@H]3[C@H]1N2
Strongest force on any atom ... 7.1 eV Å⁻¹
LUMO level ... 0.879 eV

(6)
C6H11N3O | wB97M-V/def2-TZVPD

```
21
C6H11N3O, DFT wB97M-V/def2-TZVPD
C 0.95 1.05 -3.35
C 0.61 -0.16 -2.55
C -0.06 -0.25 -1.36
N -0.22 -1.59 -1.11
C 0.26 -2.24 -2.20
N 0.78 -1.42 -3.07
H 1.97 1.39 -3.17
H 0.31 1.88 -3.07
H 0.83 0.84 -4.41
H -0.46 0.46 -0.66
H -0.90 -1.96 -0.47
H 0.28 -3.33 -2.24
C 0.27 1.22 2.58
C -0.44 -0.02 3.06
N -1.60 0.20 3.75
O -0.07 -1.15 2.79
H 0.54 1.96 3.33
H -0.41 1.68 1.86
H 1.16 0.95 2.02
H -1.96 -0.64 4.19
H -1.85 1.11 4.08
```

Values from the calculation:
Energy above the lowest of the compared OMol25 structures with the same formula, charge and spin ... 0.313 eV
HOMO energy ... -8.4 eV
Gap between HOMO and LUMO ... 0.334 Eh
SMILES ... Cc1c[nH]cn1.CC(N)=O
Strongest force on any atom ... 0.9 eV Å⁻¹
LUMO level ... 0.647 eV

(7)
C6H11N3O2Si2 | wB97M-V/def2-TZVPD

```
24
C6H11N3O2Si2, DFT wB97M-V/def2-TZVPD
C -3.05 -0.52 -0.17
C -1.80 -1.10 -0.17
C -0.68 -0.28 -0.25
C -1.95 1.68 0.08
C 2.87 0.17 0.17
C 4.37 0.17 0.35
N -0.78 1.03 -0.26
N -3.09 0.83 -0.04
N 2.29 1.33 -0.01
O -2.02 2.81 0.52
O 2.26 -0.89 0.12
Si -1.68 -2.96 0.01
Si 0.79 2.04 -0.24
H -3.93 -1.00 -0.46
H 4.42 0.80 1.31
H 4.80 0.70 -0.51
H 4.61 -0.92 0.68
H -3.99 1.27 -0.01
H -1.17 -3.35 1.30
H -0.52 -3.08 -1.00
H -3.08 -3.58 -0.25
H 0.36 3.11 0.66
H 0.62 2.44 -1.75
H 0.34 -0.71 -0.09
```

Values from the calculation:
Energy above the lowest of the compared OMol25 structures with the same formula, charge and spin ... 0.105 eV
HOMO energy ... -7.9 eV
Gap between HOMO and LUMO ... 0.233 Eh
Strongest force on any atom ... 3.6 eV Å⁻¹
LUMO level ... -1.534 eV

(8)
C6H11N3OS2 | wB97M-V/def2-TZVPD

```
23
C6H11N3OS2, DFT wB97M-V/def2-TZVPD
C 0.43 -3.11 0.22
C -0.58 -2.86 1.33
C -0.09 -0.23 1.68
C -0.68 2.02 -0.98
C -0.21 1.00 -2.13
C 0.22 2.30 1.23
H 1.34 -3.55 0.44
H 0.21 -3.56 -0.81
H 0.77 -2.08 -0.29
H -0.95 -3.87 1.65
H -1.47 -2.37 0.98
H -0.12 2.90 -1.05
H -1.76 2.01 -1.10
H -1.05 0.19 -2.35
H 0.02 1.82 -3.11
H 1.52 0.57 -2.97
H 1.30 3.82 1.69
N -0.46 0.12 0.49
N -0.50 1.42 0.33
N 0.36 3.52 1.11
O 1.11 0.52 -1.63
S -0.13 -1.75 2.73
S 0.72 1.16 2.56
```

Values from the calculation:
Energy above the lowest of the compared OMol25 structures with the same formula, charge and spin ... 4.965 eV
HOMO energy ... -8.0 eV
Gap between HOMO and LUMO ... 0.283 Eh
Strongest force on any atom ... 7.9 eV Å⁻¹
LUMO level ... -0.258 eV